Model one:
Density functional theory data (wB97M-V/def2-TZVPD) for a molecular structure, C37H39AgFN3O3Sb.

- Kohn-Sham gap (eV) = 5.99
- HOMO (eV) = -9.46
- LUMO (eV) = -3.47

Structure (ORCA input):
```
! RIJCOSX wB97M-V def2-TZVPD def2/J DEFGRID3
* xyz 1 1
Ag 0.1622 -1.7128 -2.4210
C -4.4530 -1.6148 3.6562
C -5.1411 -1.6616 2.2889
N -4.3364 -1.1516 1.1411
C -3.7930 -2.1493 0.3489
C -2.6489 -1.9353 -0.4019
C -2.0487 -3.2336 -0.8039
O -2.5508 -4.2548 -0.2636
O -0.9973 -3.3225 -1.5187
C -2.2925 -0.5522 -0.7915
O -1.4084 -0.2209 -1.6267
C -2.9773 0.4496 0.0074
C -2.6671 1.8060 -0.1764
C -3.2685 2.8115 0.6218
F -2.9591 4.1029 0.3301
C -4.1545 2.5189 1.6930
C -4.4505 1.1633 1.8149
C -3.8941 0.1456 1.0402
N -4.7399 3.4490 2.5277
C -6.2359 3.5203 2.6554
C -6.5948 3.9918 4.0977
N -5.8437 5.2772 4.3526
C -4.3505 5.1414 4.2328
C -3.9325 4.6125 2.8458
H -4.9931 -2.2695 4.2986
H -4.4137 -0.5983 4.0472
H -3.4523 -2.0255 3.6474
H -6.1653 -1.2422 2.3058
H -5.2833 -2.7345 2.0458
H -4.2821 -3.1179 0.3705
H -2.0369 2.0732 -1.0100
H -5.3275 0.9016 2.4929
H -6.6274 2.4805 2.4448
H -6.6121 4.2082 1.8938
H -6.2586 3.3206 4.8614
H -7.6837 4.1663 4.1865
H -5.9913 5.5207 5.3765
H -6.2158 6.0036 3.7459
H -4.0715 4.4245 5.0161
H -3.9886 6.1130 4.4484
H -2.8952 4.3498 2.9152
H -4.1042 5.3879 2.0550
C 4.9830 0.7776 -0.9095
C 4.1096 1.1715 -2.0808
C 4.0315 2.5526 -2.5290
C 3.2822 2.9310 -3.6341
C 2.6019 1.9177 -4.3668
C 2.5630 0.6373 -3.8921
C 3.3118 0.2544 -2.7001
Sb 2.7615 -1.7413 -2.0181
C 3.8669 -2.9464 -3.3829
C 3.0558 -3.8361 -4.0690
C 3.5712 -4.5568 -5.1403
C 4.8861 -4.3860 -5.5234
C 5.6909 -3.5424 -4.7962
C 5.2212 -2.7951 -3.6917
C 6.1033 -1.7528 -3.0976
C 3.5692 -2.2637 -0.0023
C 4.6723 -3.0665 0.0113
C 5.4788 -3.0848 1.1748
C 5.0874 -2.4191 2.3224
C 3.8342 -1.7823 2.4027
C 3.1200 -1.6326 1.2011
C 1.7982 -0.9189 1.0834
H 5.8473 1.4160 -0.8148
H 5.4757 -0.2122 -0.9594
H 4.4679 0.9121 0.0131
H 4.6968 3.2450 -2.0273
H 3.2965 4.0108 -3.8428
H 2.0594 2.1357 -5.2996
H 1.8955 -0.0996 -4.4046
H 1.9869 -3.9363 -3.7557
H 2.8517 -5.1664 -5.6846
H 5.3126 -4.8126 -6.4007
H 6.7157 -3.3138 -5.1029
H 7.1484 -2.0283 -3.2621
H 5.8744 -1.6930 -2.0294
H 5.9669 -0.7167 -3.5202
H 4.9150 -3.6884 -0.8642
H 6.3383 -3.7417 1.1576
H 5.7084 -2.4290 3.2305
H 3.4861 -1.3173 3.3031
H 1.5475 -0.2421 1.9298
H 0.9748 -1.6569 1.0060
H 1.8126 -0.3254 0.1737
*
```

---

Model two:
Density functional theory data (wB97M-V/def2-TZVPD) for a molecular structure, C37H39AgFN3O3Sb.

- Kohn-Sham gap (eV) = 6.08
- HOMO (eV) = -9.57
- LUMO (eV) = -3.49

Structure (ORCA input):
```
! RIJCOSX wB97M-V def2-TZVPD def2/J DEFGRID3
* xyz 1 1
Ag 0.9497 -2.7448 -0.9950
C -6.5283 -0.9028 1.1016
C -5.9514 -1.4785 -0.1952
N -4.5118 -1.3604 -0.2726
C -3.7109 -2.4422 -0.1687
C -2.3401 -2.4907 -0.2744
C -1.6853 -3.7735 0.0407
O -2.3163 -4.8345 -0.0595
O -0.3826 -3.7782 0.3625
C -1.6897 -1.2469 -0.6972
O -0.5664 -1.0832 -1.2520
C -2.5036 -0.0442 -0.5422
C -1.9222 1.2567 -0.6444
C -2.6852 2.3548 -0.8487
F -1.9738 3.4707 -1.2209
C -4.1181 2.3162 -0.7959
C -4.6995 1.0505 -0.5233
C -3.9398 -0.0915 -0.4128
N -4.8730 3.4402 -0.9473
C -6.1223 3.6417 -0.1892
C -7.1748 4.3425 -0.9740
N -6.6356 5.6779 -1.4578
C -5.3738 5.4869 -2.2581
C -4.3235 4.6570 -1.4857
H -7.2131 -1.6757 1.5555
H -7.1722 -0.0223 0.8763
H -5.7073 -0.6108 1.7476
H -6.4474 -1.0694 -1.0727
H -6.1812 -2.5314 -0.3459
H -4.2301 -3.3499 0.1432
H -0.8189 1.3736 -0.7169
H -5.7696 0.9045 -0.4934
H -5.9242 4.2096 0.7775
H -6.5017 2.6669 0.1126
H -8.0409 4.5680 -0.3224
H -7.5222 3.7773 -1.8063
H -6.3940 6.1615 -0.5794
H -7.3775 6.1597 -1.9885
H -4.9738 6.4787 -2.5237
H -5.6450 4.9517 -3.1529
H -3.7839 5.3099 -0.7623
H -3.5605 4.4101 -2.2416
C 6.1198 0.0534 -0.7914
C 6.2207 -1.3974 -1.0211
C 7.3864 -1.8469 -1.6729
C 7.5709 -3.1814 -1.9660
C 6.6227 -4.1207 -1.5853
C 5.4473 -3.7027 -0.9139
C 5.2335 -2.3405 -0.6796
Sb 3.1972 -1.7708 0.0869
C 3.3408 -2.5995 2.1021
C 2.1750 -3.3193 2.4734
C 2.2125 -4.2526 3.5003
C 3.3363 -4.2616 4.3610
C 4.4661 -3.5506 4.0130
C 4.4906 -2.7218 2.8718
C 5.7530 -2.0040 2.6436
C 3.0625 0.3903 0.2982
C 3.3149 0.8934 1.5894
C 3.2295 2.2578 1.7929
C 2.8435 3.0883 0.7532
C 2.5540 2.5689 -0.5373
C 2.6709 1.1991 -0.7588
C 2.3552 0.6653 -2.1098
H 7.0014 0.5933 -1.1623
H 5.9779 0.3596 0.2516
H 5.2554 0.4170 -1.3596
H 8.0970 -1.1097 -2.0442
H 8.4642 -3.4148 -2.5772
H 6.6847 -5.1910 -1.8820
H 4.6754 -4.4388 -0.7631
H 1.2328 -3.2223 1.9579
H 1.4226 -4.9803 3.6264
H 3.3959 -4.8407 5.3063
H 5.4128 -3.5713 4.5804
H 6.3698 -1.8916 3.5651
H 5.5925 -0.9665 2.2739
H 6.3522 -2.5274 1.8701
H 3.5780 0.1855 2.3894
H 3.6282 2.6784 2.7571
H 2.7125 4.1711 0.9785
H 2.1132 3.2042 -1.3049
H 1.4230 1.0301 -2.5605
H 2.1415 -0.4422 -2.0358
H 3.2074 0.7752 -2.8133
*
```

---

model two is favored, and the nearest alternative lies 21.8 kJ/mol above it.